Record 1
The following is a quantum chemistry calculation of a gas-phase ion, C3H10N7 (charge +1) in a non-equilibrium geometry, from OMol25.

Properties
F_max, hartree/bohr: 0.0861
Energy relative to the best compared isomer or geometry (same formula, charge and spin), kcal per mole: 183.9
Orbital gap, eV: 8.79
Charge: +1
Energy, Ha: -503.0831

XYZ file:
```
20
C3H10N7 (the ωB97M-V functional and the def2-TZVPD basis)
C 0.30 -0.15 1.56
C -1.70 -0.13 0.36
C 0.89 -0.29 0.08
N 0.39 1.18 1.38
N -1.72 0.80 -0.62
N -0.51 1.55 -0.88
N 0.61 1.20 -0.11
N -2.73 -0.81 0.66
N 0.52 -1.16 -0.90
N 2.61 -0.33 0.19
H 0.34 1.99 1.94
H -2.25 1.04 -1.42
H -0.79 2.59 -0.84
H -2.52 -1.26 1.46
H -3.68 -0.81 0.25
H 0.68 -0.72 -1.82
H 0.52 -2.20 -0.82
H 2.97 0.50 -0.29
H 3.13 -1.07 -0.22
H 2.79 -0.25 1.17
```

***

Record 2
The following is a quantum chemistry calculation of a single C5H12N2 molecule, from OMol25.

Properties
F_max, hartree/bohr: 0.0152
Energy relative to the best compared isomer or geometry (same formula, charge and spin), kcal per mole: 13.4
Orbital gap, eV: 10.33
Energy, Ha: -307.2080

XYZ file:
```
19
C5H12N2 (the ωB97M-V functional and the def2-TZVPD basis)
C 0.25 0.02 1.10
C -1.56 0.02 -0.69
C -0.76 -0.82 0.32
C 2.02 -0.56 -0.69
C 1.51 0.40 0.36
N -2.46 0.91 0.02
N 2.07 1.47 0.69
H 2.93 1.68 0.20
H -2.99 1.48 -0.62
H -3.11 0.37 0.59
H -0.23 0.93 1.45
H 0.58 -0.55 1.98
H -0.88 0.64 -1.28
H -2.09 -0.66 -1.38
H -1.47 -1.26 1.03
H -0.27 -1.64 -0.21
H 2.02 -1.58 -0.31
H 1.39 -0.52 -1.57
H 3.04 -0.30 -0.98
```

***

Record 3
The following is a quantum chemistry calculation of a gas-phase ion, C2H7N2O3 (charge +1) in a non-equilibrium geometry, from OMol25.

Properties
F_max, hartree/bohr: 0.0922
Energy relative to the best compared isomer or geometry (same formula, charge and spin), kcal per mole: 133.0
Orbital gap, eV: 10.42
Charge: +1
Energy, Ha: -415.1605

XYZ file:
```
14
C2H7N2O3 (the ωB97M-V functional and the def2-TZVPD basis)
C -0.08 0.79 0.02
C -0.84 -1.51 -0.09
N 2.03 1.67 -0.27
N 0.22 -0.45 -0.09
O -2.81 1.05 -0.01
O -1.34 1.40 0.15
O 0.71 1.81 0.16
H -0.33 -2.54 -0.42
H -1.20 -1.55 0.91
H -1.56 -1.30 -0.75
H 2.58 1.40 0.57
H 2.27 2.53 -0.70
H 1.12 -0.93 -0.20
H -3.21 1.82 0.44
```

***

Record 4
The following is a quantum chemistry calculation of a gas-phase ion, C4H10NO6PS (charge -2) in a non-equilibrium geometry, from OMol25.

Properties
F_max, hartree/bohr: 0.1007
Energy relative to the best compared isomer or geometry (same formula, charge and spin), kcal per mole: 0.0
Orbital gap, eV: 6.35
Charge: -2
Energy, Ha: -1404.2492

XYZ file:
```
23
C4H10NO6PS (the ωB97M-V functional and the def2-TZVPD basis)
C -1.20 -0.55 -3.32
C -0.14 -0.21 -2.34
C -0.63 -0.52 -0.90
C -0.03 0.11 1.43
N 0.36 0.11 0.02
O -0.95 1.83 3.31
O -0.56 2.76 0.85
O 1.50 -2.07 1.26
O 1.41 2.33 2.52
O 0.64 -1.57 3.45
O 2.32 -0.10 2.56
P -0.10 1.90 2.04
S 1.16 -0.98 2.24
H -1.37 -1.60 -3.33
H -2.32 -0.35 -3.03
H -1.05 -0.32 -4.39
H 0.11 0.90 -2.31
H 0.77 -0.74 -2.47
H -1.53 -0.14 -0.69
H -0.62 -1.62 -0.73
H -1.04 -0.27 1.43
H 1.98 1.43 2.71
H 1.26 -0.32 -0.33
```

***

Record 5
The following is a quantum chemistry calculation of a molecular structure, H22O11 in a non-equilibrium geometry, from OMol25.

Properties
F_max, hartree/bohr: 0.0948
Energy relative to the best compared isomer or geometry (same formula, charge and spin), kcal per mole: 140.5
Orbital gap, eV: 9.69
Energy, Ha: -840.6562

XYZ file:
```
33
H22O11 (the ωB97M-V functional and the def2-TZVPD basis)
O -1.98 -1.02 -2.01
H -2.13 -1.90 -1.66
H -2.83 -0.75 -2.35
O 1.73 -1.33 0.87
H 1.18 -0.63 0.53
H 2.30 -1.57 0.14
O 0.59 -2.54 -1.68
H 0.80 -1.61 -1.63
H 0.60 -2.74 -2.62
O 0.82 2.38 0.72
H 0.52 3.24 1.01
H 1.12 1.94 1.51
O -1.39 0.82 1.18
H -2.34 0.65 1.18
H -1.30 1.62 0.67
O -0.95 -2.64 0.54
H -0.15 -2.32 0.12
H -1.31 -3.26 -0.09
O -0.81 2.00 2.90
H -0.46 1.34 3.51
H -0.91 1.53 2.07
O 0.12 -0.15 -0.23
H -0.04 0.39 0.54
H -0.68 -0.07 -0.75
O 1.80 1.14 -1.06
H 1.02 0.70 -0.73
H 1.94 1.86 -0.44
O 1.53 0.75 2.33
H 2.42 0.70 2.67
H 1.35 -0.13 1.98
O -1.14 0.70 -3.29
H -1.20 -0.09 -2.76
H -0.23 0.98 -3.19
```

***

Record 6
The following is a quantum chemistry calculation of a molecular structure, C8H8 in a non-equilibrium geometry, from OMol25.

Properties
F_max, hartree/bohr: 0.1266
Energy relative to the best compared isomer or geometry (same formula, charge and spin), kcal per mole: 178.6
Orbital gap, eV: 8.49
Energy, Ha: -309.3292

XYZ file:
```
16
C8H8 (the ωB97M-V functional and the def2-TZVPD basis)
C 0.25 -0.82 -2.27
C 1.19 -0.69 -1.30
C -0.68 -0.99 -1.18
C 0.49 -1.22 -0.23
C -1.62 0.01 -0.57
C -0.88 0.41 0.76
C 0.51 -0.14 0.60
C 1.60 0.51 1.40
H 0.05 -0.63 -3.25
H -1.76 0.85 -1.10
H -2.67 -0.55 -0.36
H -0.84 1.37 0.98
H -1.43 -0.17 1.67
H 1.67 0.18 2.34
H 1.60 1.65 1.45
H 2.53 0.22 1.08
```

***

Record 7
The following is a quantum chemistry calculation of a molecular structure, C43H44BrN7OPPbS4Si2, from OMol25.

Properties
F_max, hartree/bohr: 0.0078
Orbital gap, eV: 5.28
Charge: -1
Energy, Ha: -7403.7850

XYZ file:
```
104
C43H44BrN7OPPbS4Si2 (the ωB97M-V functional and the def2-TZVPD basis)
Pb -0.02 -0.59 0.58
S -1.49 -1.84 -1.45
C -0.77 -3.43 -1.42
C -0.79 -4.17 -2.61
C -0.21 -5.43 -2.73
C -0.22 -6.08 -4.01
N -0.22 -6.55 -5.06
C 0.38 -6.01 -1.60
C 0.40 -5.30 -0.41
C -0.15 -4.02 -0.29
S -0.03 -3.23 1.27
C 0.98 -7.31 -1.66
N 1.47 -8.35 -1.69
H -1.27 -3.73 -3.48
H 0.86 -5.75 0.46
C -1.23 2.91 4.58
Si -0.88 2.69 2.75
C -0.39 4.30 1.94
C -2.42 2.06 1.93
N 0.41 1.43 2.67
C 1.61 1.54 3.07
C 2.13 2.75 3.74
C 3.29 2.77 4.40
C 4.12 1.59 4.47
C 3.80 0.47 3.81
C 2.60 0.37 2.94
N 2.41 -0.58 2.12
Si 3.64 -1.87 1.81
C 5.26 -1.04 1.35
C 3.75 -2.96 3.33
C 3.24 -2.98 0.37
H -2.12 3.53 4.69
H -0.41 3.40 5.12
H -1.43 1.95 5.06
H -1.30 4.92 1.90
H -0.09 4.12 0.90
H 0.38 4.88 2.44
H -2.99 2.93 1.58
H -3.05 1.50 2.62
H -2.22 1.46 1.04
H 1.50 3.63 3.72
H 3.60 3.67 4.92
H 5.02 1.62 5.08
H 4.44 -0.39 3.88
H 5.58 -0.21 1.98
H 5.18 -0.67 0.32
H 6.04 -1.80 1.36
H 4.19 -2.49 4.21
H 4.35 -3.84 3.08
H 2.75 -3.30 3.59
H 2.58 -2.53 -0.37
H 2.76 -3.90 0.70
H 4.18 -3.23 -0.13
S -0.51 5.19 -2.71
P -1.18 3.41 -2.19
S -0.04 2.22 -1.06
C -1.69 2.45 -3.67
C -1.44 1.09 -3.78
C -1.88 0.38 -4.89
C -2.55 1.03 -5.91
C -2.80 2.40 -5.81
C -2.37 3.10 -4.70
C -2.79 3.59 -1.31
C -3.70 2.55 -1.26
C -4.89 2.68 -0.55
C -5.17 3.87 0.12
C -4.26 4.91 0.07
C -3.07 4.78 -0.65
H -0.92 0.58 -2.97
H -1.69 -0.69 -4.95
H -2.89 0.48 -6.78
H -3.32 2.91 -6.61
H -2.54 4.17 -4.63
H -3.49 1.61 -1.77
H -5.59 1.86 -0.51
H -6.09 3.97 0.68
H -4.47 5.85 0.58
H -2.37 5.60 -0.72
Br -2.91 -0.67 6.30
C -3.15 -0.92 4.45
C -4.40 -1.23 3.93
C -4.50 -1.40 2.56
C -3.37 -1.26 1.77
N -2.19 -0.95 2.28
C -2.07 -0.79 3.59
H -5.25 -1.33 4.58
H -5.46 -1.65 2.10
H -3.40 -1.40 0.69
H -1.08 -0.54 3.97
N 1.60 -2.79 -4.91
C 2.74 -2.10 -4.71
O 3.72 -2.22 -5.42
C 2.76 -1.17 -3.53
C 3.76 -0.20 -3.45
C 3.80 0.64 -2.36
C 2.85 0.47 -1.36
N 1.91 -0.46 -1.41
C 1.86 -1.26 -2.48
H 1.58 -3.48 -5.64
H 0.78 -2.66 -4.34
H 4.47 -0.12 -4.26
H 4.54 1.43 -2.27
H 2.83 1.12 -0.49
H 1.07 -2.00 -2.46
```

***

Record 8
The following is a quantum chemistry calculation of a single C4H8N2O2 molecule in a non-equilibrium geometry, from OMol25.

Properties
F_max, hartree/bohr: 0.1616
Energy relative to the best compared isomer or geometry (same formula, charge and spin), kcal per mole: 207.7
Orbital gap, eV: 9.35
Energy, Ha: -416.9250

XYZ file:
```
16
C4H8N2O2 (the ωB97M-V functional and the def2-TZVPD basis)
C -2.64 0.06 0.41
C -1.16 -0.02 0.00
C 1.72 -1.00 0.39
C 1.94 0.69 0.10
H -2.90 -1.12 0.12
H -2.88 0.23 1.50
H -3.00 0.95 -0.27
H 1.58 -1.23 1.34
H 2.37 -1.64 -0.15
H 2.36 0.71 -0.94
H 2.37 1.20 1.07
H -1.06 1.81 -0.57
N -0.73 -1.15 -0.19
N -0.34 1.15 -0.69
O 0.47 -1.37 -0.43
O 0.73 1.45 0.26
```

***

Record 9
The following is a quantum chemistry calculation of a molecular structure, C26H21F9N4O4PSSbSe4Tc, from OMol25.

Properties
F_max, hartree/bohr: 0.0135
Orbital gap (alpha / beta), eV: 6.42 / 6.44
Charge: +1
Energy, Ha: -13088.4049

XYZ file:
```
72
C26H21F9N4O4PSSbSe4Tc (the ωB97M-V functional and the def2-TZVPD basis)
Tc 0.43 0.16 -0.88
C 1.95 -2.72 1.94
C 1.36 -2.17 0.79
N 0.79 -0.97 0.81
C 0.87 -0.22 1.96
C 1.46 -0.70 3.13
C 1.98 -2.00 3.10
C 1.53 0.18 4.24
C 1.10 1.47 4.10
C 0.54 1.95 2.89
C 0.37 1.10 1.84
N -0.18 1.34 0.56
C -1.27 2.22 0.32
C -1.83 3.17 1.13
C -2.92 3.95 0.66
C -3.44 3.78 -0.59
C -2.92 2.77 -1.42
C -3.41 2.46 -2.71
C -2.88 1.41 -3.41
C -1.87 0.64 -2.82
N -1.38 0.90 -1.62
C -1.87 1.98 -0.93
H 2.39 -3.71 1.87
H 1.34 -2.70 -0.15
H 2.44 -2.42 3.99
H 1.97 -0.17 5.17
H 1.21 2.16 4.93
H 0.30 3.00 2.81
H -1.47 3.35 2.13
H -3.34 4.69 1.32
H -4.26 4.40 -0.93
H -4.21 3.06 -3.13
H -3.24 1.15 -4.39
H -1.47 -0.22 -3.35
S -3.10 -0.98 1.04
C -4.12 0.38 1.05
N -4.81 1.30 1.02
F 2.64 0.65 -4.25
C 2.58 1.31 -3.10
F 3.11 2.50 -3.26
F 1.23 1.49 -2.85
C 3.18 0.49 -1.91
O 2.23 -0.42 -1.47
C 3.61 1.46 -0.76
F 3.77 0.78 0.38
F 4.73 2.11 -1.04
F 2.64 2.37 -0.54
C 4.44 -0.29 -2.40
F 5.19 0.48 -3.19
F 5.17 -0.67 -1.35
F 4.08 -1.38 -3.08
C -1.06 -4.71 -3.28
O -1.71 -3.44 -3.01
P -1.46 -2.53 -1.71
O -0.01 -1.74 -2.12
C 0.65 -1.86 -3.42
O -0.77 -3.59 -0.70
C -1.49 -4.06 0.47
H -1.31 -4.97 -4.30
H -1.44 -5.47 -2.60
H 0.02 -4.63 -3.16
H 1.64 -2.26 -3.27
H 0.72 -0.87 -3.86
H 0.07 -2.50 -4.08
H -0.95 -4.91 0.86
H -2.51 -4.37 0.23
H -1.52 -3.28 1.24
Se -3.87 -1.20 4.50
Sb -3.37 -3.71 4.86
Se -2.18 -0.70 3.07
Se -5.19 -4.85 5.77
Se -1.14 -4.23 4.35
```

***

Record 10
The following is a quantum chemistry calculation of a molecular structure, C44H55N7OP2Si3V in a non-equilibrium geometry, from OMol25.

Properties
F_max, hartree/bohr: 0.0506
Orbital gap (alpha / beta), eV: 5.18 / 5.66
Charge: -2
Energy, Ha: -4663.5267
Multiplicity: 4
<S²>: 3.845

XYZ file:
```
113
C44H55N7OP2Si3V (the ωB97M-V functional and the def2-TZVPD basis)
V 0.39 -0.32 -0.30
C 2.23 0.02 3.16
Si 0.55 -0.92 3.00
C -0.22 -0.93 4.77
C 0.87 -2.79 2.73
N -0.22 -0.17 1.66
P -1.71 0.46 1.54
C -2.18 1.65 0.40
P -0.76 2.46 -0.12
N 0.71 1.82 -0.17
Si 2.02 2.60 -1.00
C 2.20 1.97 -2.81
C 3.62 2.41 0.04
C 1.86 4.51 -1.24
C -0.72 4.03 0.82
C 0.31 4.27 1.72
C 0.29 5.39 2.54
C -0.78 6.27 2.48
C -1.84 6.00 1.63
C -1.83 4.88 0.83
C -1.16 3.05 -1.83
C -1.42 4.34 -2.27
C -1.71 4.58 -3.60
C -1.74 3.55 -4.52
C -1.44 2.26 -4.10
C -1.15 2.02 -2.77
C -2.88 -0.95 1.65
C -3.16 -1.46 2.86
C -4.04 -2.58 3.04
C -4.54 -3.25 1.99
C -3.26 -4.02 0.01
C -1.89 -1.81 -0.23
C -2.08 1.34 3.10
C -1.05 2.07 3.69
C -1.30 2.95 4.72
C -2.60 3.14 5.18
C -3.64 2.46 4.56
C -3.39 1.59 3.52
H 3.04 -0.64 3.45
H 2.48 0.46 2.19
H 2.19 0.83 3.89
H 0.57 -1.11 5.50
H -0.71 0.00 5.03
H -0.94 -1.73 4.86
H 1.76 -3.14 3.27
H 0.02 -3.38 3.08
H 1.00 -3.02 1.68
H 1.73 1.00 -2.92
H 1.75 2.65 -3.53
H 3.25 1.85 -3.07
H 3.55 1.60 0.75
H 4.45 2.19 -0.62
H 3.86 3.32 0.59
H 1.10 4.76 -1.97
H 1.62 5.01 -0.31
H 2.81 4.91 -1.60
H 1.14 3.58 1.75
H 1.10 5.57 3.23
H -0.78 7.17 3.09
H -2.69 6.68 1.59
H -2.68 4.63 0.21
H -1.39 5.16 -1.57
H -1.92 5.60 -3.93
H -1.97 3.74 -5.55
H -1.42 1.45 -4.82
H -0.87 1.02 -2.44
H -2.77 -0.97 3.75
H -4.32 -2.85 4.05
H -5.21 -4.09 2.13
H -2.99 -3.77 -1.02
H -2.05 0.01 -1.02
H -0.05 1.91 3.32
H -0.49 3.50 5.17
H -2.80 3.82 5.99
H -4.66 2.62 4.89
H -4.20 1.08 3.02
C -4.19 -0.67 -0.42
C -3.30 -1.64 0.38
C -4.15 -2.97 0.58
C -2.22 -4.54 0.75
C -0.95 -4.12 0.35
C -0.85 -2.81 -0.14
N -1.37 -0.69 -0.75
N 0.36 -2.32 -0.58
Si 1.12 -3.10 -1.90
C 1.66 -1.90 -3.30
C -0.12 -4.29 -2.78
C 2.61 -4.23 -1.45
H -4.28 -0.97 -1.47
H -3.82 0.36 -0.36
H -5.18 -0.67 0.03
H -5.07 -2.88 -0.02
H -2.39 -5.11 1.66
H -0.04 -4.67 0.50
H 0.90 -1.14 -3.46
H 1.82 -2.43 -4.24
H 2.58 -1.39 -3.05
H -0.97 -3.73 -3.16
H -0.50 -5.03 -2.09
H 0.34 -4.81 -3.61
H 3.41 -3.69 -0.97
H 3.03 -4.68 -2.35
H 2.31 -5.05 -0.80
N 3.37 -1.62 0.72
C 3.48 -0.87 -0.42
O 2.47 -0.29 -0.87
C 4.78 -0.79 -1.00
C 5.87 -1.44 -0.43
N 6.78 -1.99 0.02
C 5.08 -0.08 -2.15
N 5.41 0.47 -3.11
H 2.41 -1.85 0.95
H 4.10 -2.28 0.95
```

***

Record 11
The following is a quantum chemistry calculation of a single C11H17NO2 molecule in a non-equilibrium geometry, from OMol25.

Properties
F_max, hartree/bohr: 0.1567
Energy relative to the best compared isomer or geometry (same formula, charge and spin), kcal per mole: 124.5
Orbital gap (alpha / beta), eV: 7.93 / 7.93
Energy, Ha: -634.3996

XYZ file:
```
31
C11H17NO2 (the ωB97M-V functional and the def2-TZVPD basis)
C 1.54 -1.33 -0.12
C 0.34 -1.92 0.01
C -1.05 0.11 0.10
C 0.51 0.85 0.27
C -1.03 -1.30 0.00
C 1.83 0.13 -0.08
C 0.40 -3.44 -0.11
C 2.78 0.60 1.02
C 2.18 0.60 -1.49
C -2.71 1.70 -0.84
C -3.22 0.67 1.14
N -2.08 1.10 0.35
O 0.29 2.14 0.38
O -2.03 -2.01 -0.14
H 2.51 -1.82 -0.25
H -0.06 -3.89 -0.90
H -0.14 -3.76 0.83
H 1.37 -3.68 -0.25
H 3.23 1.65 0.87
H 3.76 0.06 1.05
H 2.42 0.67 1.95
H 3.08 0.08 -1.73
H 2.22 1.61 -1.61
H 1.54 0.36 -2.29
H -3.11 2.70 -0.75
H -1.95 1.58 -1.59
H -3.53 1.18 -1.24
H -2.88 -0.15 1.92
H -3.68 1.48 1.50
H -3.88 0.04 0.56
H -0.62 2.33 0.59
```

***

Record 12
The following is a quantum chemistry calculation of a gas-phase ion, C2HN2O4 (charge -1) in a non-equilibrium geometry, from OMol25.

Properties
F_max, hartree/bohr: 0.1068
Energy relative to the best compared isomer or geometry (same formula, charge and spin), kcal per mole: 171.1
Orbital gap, eV: 7.59
Charge: -1
Energy, Ha: -487.0756

XYZ file:
```
9
C2HN2O4 (the ωB97M-V functional and the def2-TZVPD basis)
C -0.10 0.33 -0.26
C 1.14 -0.08 0.03
N -0.51 1.50 0.31
N 2.27 -0.40 0.10
O 3.42 -0.64 0.39
O -1.74 1.83 0.25
O -0.88 -0.40 -1.03
O -1.69 -1.36 -0.28
H -1.90 -0.78 0.48
```